# 1
Here is a structure of composition C3H6EuO3 in a non-equilibrium geometry from the Open Molecules 2025 dataset. Energies are from ωB97M-V/def2-TZVPD.

Positions of all 13 atoms, in Å:
1 C 0.5361 1.2328 -1.7095
2 C -0.5416 1.6949 -0.7944
3 O -1.4589 0.5819 -0.7399
4 C -2.7775 0.6178 -0.7912
5 O -3.0425 -0.6810 -0.8229
6 Eu -0.9076 -1.7383 -0.9508
7 H 1.3813 1.9268 -1.6761
8 H 0.2710 1.1265 -2.7646
9 H -1.0692 2.5945 -1.1179
10 H -3.9851 -0.8950 -0.7673
11 H 0.1936 1.5762 0.2496
12 O 1.0075 0.0043 -0.6904
13 H 1.8792 -0.2824 -0.9820

Values from the calculation:
total energy = -28659.5096 eV
multiplicity = 8
HOMO level (spin up / spin down) = -0.670 / -0.671 Eh
net charge = +2
energy relative to the best compared isomer or geometry (same formula, charge and spin) = 2.637 eV

=====

# 2
Here is an isolated molecule of C3H6F2 in a non-equilibrium geometry from the Open Molecules 2025 dataset. Energies are from ωB97M-V/def2-TZVPD.

Positions of all 11 atoms, in Å:
1 C -1.2294 -0.5372 -0.6296
2 C 0.0122 0.0146 -0.0316
3 C 1.3613 -0.1366 -0.6519
4 F 0.1769 -0.6584 1.1558
5 F -0.3222 1.3395 0.2360
6 H -1.0829 -1.6078 -0.8249
7 H -2.0789 -0.3292 0.1129
8 H -1.4313 -0.0213 -1.5651
9 H 1.2682 0.1836 -1.7323
10 H 1.8023 -1.1248 -0.4873
11 H 1.9651 0.7243 -0.1511

Values from the calculation:
total energy = -8643.3591 eV
HOMO level = -0.441 Eh
net charge = 0
energy relative to the best compared isomer or geometry (same formula, charge and spin) = 0.163 eV
SMILES = CC(C)(F)F

=====

# 3
Here is the ion C3H6F2N3O2 with charge +1 in a non-equilibrium geometry from the Open Molecules 2025 dataset. Energies are from ωB97M-V/def2-TZVPD.

Positions of all 16 atoms, in Å:
1 C 0.0211 1.5183 1.9281
2 N 0.1066 0.2024 1.2691
3 C 0.1364 0.1365 -0.0155
4 N 0.1061 1.0528 -0.9351
5 C 0.3297 -1.5890 -0.7726
6 F 1.4395 -1.5471 -1.4483
7 F 0.2709 -2.5213 0.1456
8 N -0.8417 -1.7131 -1.6877
9 O -1.6941 -2.4376 -1.4614
10 O -0.8090 -0.8435 -2.5716
11 H 1.0534 1.8955 2.0965
12 H -0.4948 1.3909 3.0666
13 H -0.5785 2.2336 1.2758
14 H 0.6200 -0.4806 1.7382
15 H -0.0689 0.7301 -1.8686
16 H 0.4034 1.9722 -0.7591

Values from the calculation:
total energy = -17197.0274 eV
HOMO level = -0.581 Eh
net charge = +1
energy relative to the best compared isomer or geometry (same formula, charge and spin) = 0.836 eV
SMILES = C/[NH+]=C(\N)C(F)(F)[N+](=O)[O-]

=====

# 4
Here is a cluster of 2 separate species, C3H6FN2 in total in a non-equilibrium geometry from the Open Molecules 2025 dataset. Energies are from ωB97M-V/def2-TZVPD.

Positions of all 12 atoms, in Å:
1 C -1.1544 0.0419 -0.0435
2 C 0.8783 -0.8030 -0.1326
3 C 0.9749 0.7516 0.1531
4 N -0.5104 -1.0779 0.0952
5 N -0.5071 1.1428 -0.1515
6 F -3.0920 -0.1331 -0.0552
7 H 0.9824 -0.8906 -1.2545
8 H 1.5648 -1.3841 0.5314
9 H 0.9859 0.8074 1.1682
10 H 1.8128 1.3350 -0.3124
11 H -1.0757 -1.9156 -0.0002
12 H -0.8595 2.1256 0.0019

Values from the calculation:
total energy = -8895.0640 eV
HOMO level = -0.591 Eh
net charge = +1
energy relative to the best compared isomer or geometry (same formula, charge and spin) = 3.635 eV

=====

# 5
Here is the ion C3H6FN2O with charge +1 in a non-equilibrium geometry from the Open Molecules 2025 dataset. Energies are from ωB97M-V/def2-TZVPD.

Positions of all 13 atoms, in Å:
1 O -2.3757 -0.9568 0.0346
2 N -1.0979 -0.6270 -0.1517
3 C 0.1361 -1.1076 0.7302
4 N 1.0425 -0.2309 0.5827
5 C 0.6491 0.9057 -0.1442
6 C -0.8849 0.7951 -0.3064
7 F -1.4838 1.5005 0.6696
8 H -2.7527 -1.0331 0.9307
9 H -0.0134 -2.0857 1.0836
10 H 1.9139 -0.3519 0.9653
11 H 1.1308 1.1038 -1.0797
12 H 0.9584 1.8486 0.2674
13 H -1.3659 1.1417 -1.1277

Values from the calculation:
total energy = -10943.0203 eV
HOMO level = -0.549 Eh
net charge = +1
energy relative to the best compared isomer or geometry (same formula, charge and spin) = 2.307 eV
SMILES = ON1C=[NH+]C[C@@H]1F

=====

# 6
Here is a cluster of 2 separate species, C3H6FNO2 in total in a non-equilibrium geometry from the Open Molecules 2025 dataset. Energies are from ωB97M-V/def2-TZVPD.

Positions of all 13 atoms, in Å:
1 O -1.8616 -1.4353 -0.2770
2 C -1.8691 -0.4754 0.4147
3 N -1.2758 0.7101 -0.0052
4 O -1.1942 0.7198 -1.4168
5 H -2.2647 -0.3158 1.4032
6 H -1.2737 1.6640 0.3861
7 H -1.4526 -0.2832 -1.6331
8 C 1.8719 -0.7898 0.0947
9 C 1.9671 0.5420 0.2432
10 F 1.2162 1.2497 1.1231
11 H 2.3238 -1.4242 -0.6695
12 H 1.1113 -1.3671 0.6100
13 H 2.7013 1.2051 -0.2736

Values from the calculation:
total energy = -11507.6999 eV
HOMO level = -0.341 Eh
net charge = 0
energy relative to the best compared isomer or geometry (same formula, charge and spin) = 3.593 eV
SMILES = O=CNO.C=CF